{"formula": "C19H35As3N6Ti", "method": "ωB97M-V/def2-TZVPD", "largest_force_ev_per_a": 3.529, "e_homo_ha": [-0.5331, -0.5330], "relative_energy_ev": 1.934, "lumo_ev": [-11.2, -10.8], "charge": 3, "spin_multiplicity": 2, "species": ["Ti", "C", "As", "C", "C", "C", "C", "C", "As", "C", "C", "C", "As", "C", "C", "H", "H", "H", "H", "H", "H", "H", "H", "H", "H", "H", "H", "H", "H", "H", "H", "H", "H", "H", "H", "H", "H", "H", "H", "H", "H", "H", "N", "C", "N", "C", "N", "N", "C", "N", "C", "C", "C", "C", "C", "N", "H", "H", "H", "H", "H", "H", "H", "H"], "xyz": [[-1.01790, 0.30314, 1.25454], [-2.29559, -3.00613, -1.21700], [-1.04981, -1.47154, -0.67035], [-0.93277, -2.28982, 1.13025], [0.75038, -2.11947, -1.53700], [1.48173, -0.98089, -2.34163], [0.44974, -0.24279, -3.24936], [2.22639, -0.04314, -1.44301], [1.39965, 0.46198, 0.31891], [0.06724, 1.81578, -0.27458], [2.67817, 2.06295, 0.65461], [2.50468, -1.64303, -3.31204], [4.02990, -0.69095, -4.24196], [3.50435, 1.13176, -4.77455], [3.84226, -1.62008, -5.95373], [-1.91849, -3.99982, -0.80441], [-2.44735, -3.05486, -2.26166], [-3.17363, -2.67070, -0.63243], [-0.04675, -2.89019, 1.14416], [-1.80257, -2.93619, 1.19604], [-0.93517, -1.53253, 1.97107], [0.46521, -2.93585, -2.23060], [1.39188, -2.48837, -0.75461], [-0.19144, 0.46941, -2.70587], [-0.19819, -0.99549, -3.66895], [0.98406, 0.34844, -4.01255], [2.53408, 0.89978, -1.95840], [3.16352, -0.42211, -1.05378], [-0.99582, 1.52263, -0.17778], [0.28187, 1.90977, -1.35880], [0.21542, 2.74223, 0.20375], [2.20459, 2.96614, 0.34309], [3.62064, 1.93391, 0.08311], [2.97602, 2.12535, 1.69342], [1.89580, -2.00900, -4.18214], [2.97170, -2.50379, -2.82953], [2.89251, 1.55356, -3.96860], [2.90782, 1.01974, -5.69681], [4.38041, 1.81369, -4.84970], [3.51745, -2.65609, -5.61477], [4.84439, -1.63288, -6.48277], [3.09637, -1.23052, -6.68165], [1.46648, 1.48185, 3.64835], [0.17891, 1.65255, 4.08311], [-0.04975, 2.09456, 5.28370], [-1.30550, 2.27442, 5.68560], [-1.52876, 2.91830, 6.87059], [-2.35115, 1.90457, 4.91351], [-2.02486, 1.32509, 3.76008], [-0.77370, 1.18139, 3.19485], [-3.10077, 0.69005, 3.03742], [-4.31237, 0.21450, 3.56099], [-5.24005, -0.42408, 2.76760], [-4.98826, -0.46886, 1.39321], [-3.85915, 0.13651, 0.86510], [-2.89257, 0.69800, 1.61807], [2.16518, 1.66978, 4.33100], [1.64494, 0.83639, 2.89491], [-0.73855, 3.17430, 7.46681], [-2.47737, 3.02707, 7.22200], [-4.53109, 0.29928, 4.62596], [-6.14909, -0.87825, 3.26988], [-5.71716, -0.92848, 0.68410], [-3.68818, 0.10702, -0.22874]], "forces_ev_per_angstrom": [[2.204, -0.199, 0.347], [0.415, 0.393, 2.271], [0.965, -2.418, -1.386], [-0.268, 0.981, -0.221], [-0.612, 1.295, -0.827], [-0.626, -0.561, -0.857], [0.678, 0.485, 0.849], [0.165, 1.043, 0.772], [1.919, 1.947, -0.919], [-0.224, -0.953, -0.929], [0.994, -1.573, 0.153], [-1.477, -0.122, -1.049], [1.329, 0.143, 0.329], [-0.602, 0.003, 0.246], [0.119, -1.019, -0.351], [-0.207, 1.495, -0.552], [-0.289, 0.128, -1.011], [0.003, -0.647, -0.705], [0.639, -0.073, 0.535], [-0.143, 0.274, 0.540], [0.161, -1.221, 0.442], [0.007, 0.431, 0.508], [0.119, -0.334, 0.435], [0.092, -0.214, -0.006], [-0.180, -0.100, -0.613], [-0.387, -0.463, 0.123], [-0.564, -0.499, 0.485], [0.325, -0.587, -0.088], [-0.551, 0.705, -1.044], [-0.578, 0.000, 0.661], [-0.012, 1.053, 0.672], [-0.381, 0.471, -0.181], [-0.726, -0.244, 0.110], [-0.176, 0.050, 0.135], [0.416, -0.065, 0.857], [0.163, 0.053, -0.069], [-0.117, 0.127, -0.280], [0.371, 0.630, 0.365], [-0.514, -0.802, -0.306], [0.691, 1.014, -0.894], [-1.179, -0.232, 0.783], [0.319, -0.078, 0.723], [-1.775, 0.435, 0.428], [1.965, -1.405, -0.922], [0.770, 0.375, 0.102], [0.077, 1.936, 1.787], [0.281, -1.361, -1.836], [-0.158, -1.422, -1.729], [0.163, 0.808, 2.419], [-1.533, 0.294, 0.512], [-2.008, 0.183, -2.897], [1.393, 0.540, 0.911], [-0.887, -0.582, -0.354], [-1.205, -0.280, -0.577], [-0.139, -0.371, -0.714], [-2.097, -0.767, 2.409], [0.705, 0.049, 0.360], [0.083, 0.118, 0.323], [-0.398, -0.153, -0.409], [0.349, -0.040, -0.175], [0.447, 0.101, -0.203], [1.130, 0.608, -0.987], [0.707, 0.400, 0.733], [-0.152, 0.218, 0.768]]}